Entry 1:
The following is a quantum chemistry calculation of a structure of composition C24H48Cl2P2PmSe in a non-equilibrium geometry, from OMol25.

Cartesian coordinates (Å):
Pm 0.490 0.511 -0.221
Cl 0.905 1.939 -2.171
P 1.275 -1.263 -1.591
C 2.802 -0.809 -2.608
C 1.734 -2.904 -0.831
C -0.013 -1.558 -2.922
C 3.777 0.118 -1.895
H 2.366 -0.241 -3.431
C 3.562 -2.001 -3.185
H 4.219 -2.451 -2.444
H 4.195 -1.654 -4.002
H 2.924 -2.783 -3.581
H 3.442 1.147 -1.930
H 4.747 0.065 -2.392
H 3.926 -0.160 -0.855
H -0.004 -0.576 -3.400
C -1.418 -1.787 -2.377
C 0.329 -2.605 -3.970
H 1.085 -2.264 -4.670
H -0.564 -2.840 -4.550
H 0.671 -3.537 -3.521
H -1.516 -1.472 -1.342
H -1.714 -2.830 -2.444
H -2.130 -1.211 -2.967
C 2.782 -2.703 0.258
H 2.196 -3.466 -1.642
C 0.549 -3.717 -0.325
H 3.752 -2.423 -0.143
H 2.914 -3.635 0.810
H 2.475 -1.936 0.961
H -0.147 -3.113 0.246
H 0.914 -4.510 0.329
H 0.010 -4.193 -1.138
Cl 0.103 -0.836 1.628
H 2.041 0.968 -0.018
P -0.231 2.507 0.846
C -1.394 3.551 -0.217
C -1.103 2.428 2.494
C 1.263 3.627 1.013
C -2.336 2.742 -1.099
H -0.696 4.061 -0.882
C -2.194 4.600 0.552
H -3.061 4.162 1.042
H -2.569 5.343 -0.152
H -1.620 5.131 1.304
H -1.817 2.319 -1.950
H -3.121 3.398 -1.477
H -2.819 1.933 -0.555
H 1.513 3.751 -0.043
C 2.458 2.962 1.689
C 1.016 5.003 1.612
H 0.474 5.661 0.940
H 1.973 5.480 1.825
H 0.471 4.949 2.554
H 2.316 1.893 1.822
H 2.669 3.399 2.661
H 3.344 3.104 1.071
C -2.343 1.547 2.389
H -1.432 3.450 2.685
C -0.214 2.009 3.657
H -3.195 2.074 1.969
H -2.630 1.205 3.384
H -2.152 0.674 1.774
H 0.299 1.074 3.464
H -0.831 1.871 4.546
H 0.525 2.768 3.894
Se -2.921 -0.346 -0.096
C -2.914 -2.006 0.937
C -3.040 -3.236 0.273
C -3.044 -4.437 0.990
C -2.935 -4.422 2.381
C -2.832 -3.206 3.056
C -2.826 -2.005 2.341
H -3.143 -3.272 -0.799
H -3.135 -5.379 0.466
H -2.940 -5.351 2.936
H -2.759 -3.192 4.136
H -2.754 -1.090 2.899

For the LUMO energy (alpha / beta), the calculation gives 2.54 / 2.54 eV. The value obtained for the total energy is -5556.07244 Ha. The expectation value of S² is 6.010. The net charge is -1. The value obtained for the frontier orbital gap (alpha / beta) is 6.0 / 6.0 eV. As for the spin multiplicity: 5. The value obtained for the molar mass is 693.46 g mol⁻¹.

Entry 2:
The following is a quantum chemistry calculation of a cluster of 6 separate species, C24H48O18 in total in a non-equilibrium geometry, from OMol25.

Cartesian coordinates (Å):
C -2.456 2.058 -5.037
C -3.116 2.981 -4.036
O -2.118 3.931 -3.627
C -2.497 4.803 -2.693
O -3.494 4.729 -2.024
O -1.577 5.752 -2.599
C -1.862 6.769 -1.649
H -2.115 2.607 -5.920
H -3.147 1.285 -5.372
H -1.550 1.586 -4.656
H -3.483 2.397 -3.191
H -3.945 3.518 -4.497
H -2.833 7.213 -1.855
H -1.040 7.474 -1.688
H -1.884 6.364 -0.632
C -7.255 3.093 0.695
C -6.050 3.942 0.432
O -5.032 3.751 1.418
C -4.154 2.791 1.160
O -4.160 2.066 0.204
O -3.227 2.812 2.122
C -2.203 1.845 2.029
H -7.986 3.249 -0.099
H -7.709 3.306 1.661
H -7.009 2.028 0.674
H -6.321 4.995 0.524
H -5.663 3.800 -0.575
H -2.041 1.380 3.001
H -1.258 2.285 1.705
H -2.457 1.051 1.333
C 3.603 -0.108 1.058
C 2.106 -0.099 1.287
O 1.523 0.493 0.122
C 0.241 0.214 -0.089
O -0.466 -0.461 0.620
O -0.133 0.796 -1.222
C -1.545 0.781 -1.488
H 4.160 -0.456 1.926
H 3.901 0.910 0.800
H 3.861 -0.744 0.212
H 1.860 0.495 2.168
H 1.746 -1.119 1.412
H -2.003 -0.170 -1.243
H -1.629 1.113 -2.514
H -2.037 1.531 -0.865
C 4.932 -3.386 2.489
C 6.362 -3.184 2.939
O 6.655 -1.821 3.261
C 6.869 -1.030 2.217
O 6.894 -1.364 1.061
O 7.059 0.215 2.649
C 7.244 1.201 1.632
H 4.778 -4.459 2.360
H 4.749 -2.906 1.529
H 4.229 -3.035 3.240
H 7.098 -3.588 2.247
H 6.497 -3.728 3.878
H 6.344 1.291 1.030
H 8.098 0.931 1.013
H 7.466 2.115 2.172
C -2.523 -3.121 -1.515
C -1.801 -3.821 -2.638
O -0.416 -3.436 -2.683
C -0.173 -2.244 -3.229
O -0.972 -1.563 -3.825
O 1.096 -1.940 -3.004
C 1.537 -0.723 -3.597
H -1.991 -3.255 -0.575
H -3.515 -3.556 -1.374
H -2.648 -2.060 -1.723
H -2.258 -3.689 -3.616
H -1.748 -4.893 -2.438
H 2.619 -0.692 -3.495
H 1.122 0.137 -3.070
H 1.273 -0.660 -4.651
C 0.397 -1.552 4.552
C 1.215 -2.658 3.914
O 0.311 -3.527 3.219
C 0.761 -3.993 2.061
O 1.898 -3.916 1.665
O -0.239 -4.568 1.412
C 0.139 -5.202 0.181
H -0.128 -1.922 5.432
H -0.286 -1.124 3.823
H 1.061 -0.767 4.923
H 1.737 -3.274 4.651
H 1.991 -2.264 3.259
H 0.943 -5.912 0.370
H 0.544 -4.460 -0.513
H -0.764 -5.636 -0.226

For the LUMO energy, the calculation gives 0.67 eV. The value obtained for the total energy is -2297.67785 Ha. Its SMILES is CCOC(=O)OC.CCOC(=O)OC.CCOC(=O)OC.CCOC(=O)OC.CCOC(=O)OC.CCOC(=O)OC. The net charge is 0. The relative energy (zero: lowest compared OMol25 entry of this formula, charge and spin) comes out at 0.0 kcal per mole. The value obtained for the frontier orbital gap is 11.4 eV. The value obtained for the molar mass is 624.63 g mol⁻¹.

Entry 3:
The following is a quantum chemistry calculation of a cluster of 2 separate species, C24H49BCl2N3O8 in total in a non-equilibrium geometry, from OMol25.

Cartesian coordinates (Å):
C 4.482 -4.572 0.816
C 3.162 -3.552 0.694
C 3.407 -2.357 -0.402
O 2.437 -1.234 -0.309
C 1.302 -1.564 -1.159
C 0.025 -0.568 -1.153
C -0.707 -0.330 0.331
C -0.517 -1.567 1.378
C 0.640 -1.280 2.557
O 0.394 -0.031 3.308
C 0.088 -0.289 4.723
O 0.494 0.665 5.606
N -2.094 0.257 0.193
C -2.498 1.178 1.361
N -2.587 0.487 2.700
C -2.622 1.580 3.772
B -3.214 -0.782 -0.062
O -2.958 -2.146 -0.619
O -4.669 -0.477 0.183
C -5.353 -1.664 0.717
C -2.239 1.172 -1.048
O -2.835 0.433 -2.211
C -0.839 1.957 -1.435
C 0.247 0.863 -1.987
C 1.751 1.492 -1.836
C 2.197 1.963 -0.340
C 3.778 2.463 -0.450
C 4.854 1.416 0.209
C 5.570 2.194 1.482
N 6.970 1.702 1.787
C 0.087 0.468 -3.578
C -0.271 1.703 -4.586
O 0.851 2.605 -4.907
C 0.383 3.978 -4.525
O -0.473 4.628 -5.359
H 4.869 -4.940 -0.225
H 4.180 -5.465 1.547
H 5.290 -3.946 1.428
H 2.970 -3.173 1.794
H 2.248 -4.269 0.432
H 4.467 -1.878 -0.143
H 3.431 -2.860 -1.466
H 0.948 -2.683 -0.941
H 1.712 -1.601 -2.280
H -0.811 -1.144 -1.784
H -0.055 0.552 0.811
H -1.471 -1.810 2.054
H -0.267 -2.617 0.867
H 1.733 -1.420 2.176
H 0.459 -2.159 3.345
H -0.498 -1.205 5.158
H -1.722 2.051 1.435
H -3.578 1.662 1.197
H -3.480 -0.035 2.840
H -2.914 1.060 4.781
H -3.519 2.297 3.487
H -1.600 2.160 3.828
H -3.405 -2.255 -1.510
H -5.640 -2.381 -0.177
H -6.349 -1.328 1.245
H -4.642 -2.172 1.504
H -3.025 2.051 -0.855
H -3.155 1.118 -2.883
H -1.098 2.828 -2.174
H -0.515 2.497 -0.420
H 1.927 2.434 -2.546
H 2.563 0.695 -2.199
H 1.586 2.944 -0.051
H 2.004 1.197 0.521
H 4.001 2.622 -1.610
H 3.838 3.555 0.028
H 5.720 1.273 -0.599
H 4.425 0.359 0.472
H 5.683 3.338 1.170
H 4.842 2.188 2.415
H 7.348 2.339 2.547
H 7.615 1.907 0.967
H -0.671 -0.390 -3.807
H 1.156 0.057 -3.916
H -0.571 1.196 -5.625
H -1.246 2.321 -4.281
H 0.723 4.464 -3.490
C -9.082 -2.488 -0.236
Cl -8.141 -1.130 -0.866
Cl -8.237 -3.281 1.099
H -10.045 -2.117 0.123
H -9.241 -3.213 -1.038

For the LUMO energy, the calculation gives -2.53 eV. The value obtained for the total energy is -2654.62236 Ha. The net charge is +1. The value obtained for the frontier orbital gap is 8.4 eV. The value obtained for the molar mass is 589.39 g mol⁻¹.